# 1
{"formula": "C27H42FeN3P2S", "method": "wB97M-V/def2-TZVPD", "elements": ["Fe", "C", "C", "C", "P", "C", "C", "C", "C", "C", "C", "C", "C", "C", "N", "C", "C", "C", "C", "C", "C", "P", "C", "C", "C", "C", "C", "C", "H", "H", "H", "H", "H", "H", "H", "H", "H", "H", "H", "H", "H", "H", "H", "H", "H", "H", "H", "H", "H", "H", "H", "H", "H", "H", "H", "H", "H", "H", "H", "H", "H", "H", "H", "H", "S", "C", "N", "C", "C", "N", "H", "H", "H", "H", "H", "H"], "xyz": [[-0.1760, 0.2282, -0.7822], [-4.7933, -1.6291, -1.5728], [-3.5801, -0.7117, -1.7201], [-3.9465, 0.7722, -1.6233], [-2.1338, -1.0868, -0.6054], [-2.1101, -2.9359, -0.4654], [-1.6616, -3.5120, -1.8096], [-1.2352, -3.4060, 0.6931], [-2.4888, -0.5026, 1.0978], [-3.7391, -0.3233, 1.6657], [-3.8690, 0.1752, 2.9570], [-2.7390, 0.5088, 3.6949], [-1.4794, 0.3063, 3.1697], [-1.3288, -0.2276, 1.8780], [-0.1094, -0.4530, 1.2768], [1.0208, -0.8634, 1.9047], [1.0658, -1.3416, 3.2367], [2.2728, -1.6558, 3.8183], [3.4615, -1.5156, 3.1049], [3.4286, -1.1445, 1.7632], [2.2281, -0.8648, 1.1375], [2.0713, -0.5587, -0.6586], [2.8468, -2.0453, -1.5095], [2.4271, -3.3469, -0.8250], [4.3637, -1.9721, -1.6632], [3.2433, 0.8455, -1.0131], [2.9769, 1.3098, -2.4490], [3.0822, 1.9845, -0.0069], [-5.5503, -1.3173, -2.2932], [-5.2435, -1.5776, -0.5831], [-4.5511, -2.6693, -1.7863], [-3.1587, -0.8804, -2.7169], [-4.3411, 1.0278, -0.6407], [-4.7107, 1.0118, -2.3629], [-3.0815, 1.4057, -1.8196], [-3.1415, -3.2285, -0.2583], [-0.6395, -3.2005, -2.0426], [-2.3092, -3.1875, -2.6256], [-1.6863, -4.6015, -1.7831], [-0.2266, -3.0034, 0.6182], [-1.1671, -4.4945, 0.6861], [-1.6508, -3.1031, 1.6550], [-4.6311, -0.5713, 1.1106], [-4.8530, 0.3185, 3.3823], [-2.8447, 0.9289, 4.6863], [-0.6009, 0.6026, 3.7269], [0.1452, -1.4870, 3.7839], [2.2986, -2.0161, 4.8381], [4.4089, -1.7317, 3.5796], [4.3579, -1.0846, 1.2128], [2.4008, -2.0292, -2.5085], [2.8453, -3.4203, 0.1785], [2.7977, -4.1928, -1.4042], [1.3449, -3.4463, -0.7559], [4.8705, -1.9183, -0.7000], [4.6892, -1.1384, -2.2836], [4.6992, -2.8886, -2.1501], [4.2600, 0.4587, -0.9372], [1.9451, 1.6609, -2.5463], [3.1282, 0.5056, -3.1716], [3.6413, 2.1309, -2.7188], [2.0777, 2.4013, -0.0595], [3.7907, 2.7830, -0.2321], [3.2620, 1.6514, 1.0149], [-0.7249, 2.4094, -0.6391], [-0.3495, 4.0687, -0.5924], [-0.2309, 4.7899, 0.5103], [0.0278, 6.2070, 0.2254], [0.0163, 6.2429, -1.3184], [-0.1899, 4.8315, -1.6626], [-0.3241, 4.4183, 1.4392], [0.9866, 6.5119, 0.6408], [-0.7509, 6.8321, 0.6578], [0.9526, 6.6078, -1.7351], [-0.7973, 6.8521, -1.7088], [-0.2904, 4.4956, -2.6046]], "atomic_forces_ev_per_a": [[0.73, -0.68, 0.18], [0.06, 0.03, -0.04], [0.18, 0.08, 0.20], [0.03, -0.09, -0.05], [-1.23, -0.39, 0.10], [0.31, 0.18, -0.07], [-0.08, 0.03, 0.03], [-0.07, 0.01, 0.00], [0.38, 0.02, -0.10], [-0.02, -0.02, 0.00], [0.01, 0.00, 0.02], [-0.06, 0.01, 0.02], [0.13, -0.04, -0.12], [-0.40, -0.01, 0.30], [0.02, 0.16, -0.34], [0.12, -0.06, 0.00], [-0.06, 0.02, -0.06], [0.03, -0.01, 0.07], [0.00, 0.00, 0.00], [-0.02, -0.02, -0.04], [-0.29, 0.05, -0.11], [1.31, 0.11, 0.00], [-0.29, 0.14, 0.05], [-0.03, 0.06, -0.06], [-0.03, -0.04, -0.03], [-0.27, 0.05, 0.01], [0.04, -0.10, 0.08], [0.01, -0.09, -0.05], [-0.02, -0.02, 0.01], [-0.02, -0.02, 0.02], [-0.04, 0.00, 0.01], [0.05, -0.01, 0.01], [-0.01, 0.03, 0.01], [0.00, -0.03, -0.01], [-0.04, 0.05, 0.02], [-0.02, 0.05, -0.03], [-0.01, -0.03, -0.02], [0.03, -0.03, -0.03], [0.01, 0.00, 0.01], [0.07, -0.06, 0.01], [-0.01, 0.00, -0.01], [0.02, -0.01, 0.01], [-0.02, 0.03, -0.03], [0.00, -0.01, -0.01], [0.00, 0.00, -0.01], [-0.02, -0.01, 0.02], [0.03, 0.01, 0.02], [-0.01, 0.00, -0.01], [-0.01, -0.01, 0.00], [0.00, -0.02, -0.02], [-0.02, 0.03, -0.01], [0.00, -0.02, 0.03], [0.00, 0.00, 0.00], [-0.04, -0.01, 0.02], [0.03, 0.00, -0.01], [0.01, -0.02, 0.02], [0.02, 0.01, 0.00], [-0.02, -0.07, 0.02], [0.03, 0.05, -0.03], [0.00, 0.03, -0.03], [0.02, -0.01, 0.01], [-0.10, 0.07, 0.04], [0.01, -0.03, -0.03], [0.01, 0.04, 0.00], [-0.91, 0.51, 0.16], [0.48, 0.00, -0.19], [0.03, 0.14, 0.07], [-0.01, 0.09, 0.02], [-0.04, 0.09, -0.02], [0.05, 0.13, -0.03], [-0.03, -0.16, -0.04], [0.01, -0.04, -0.01], [-0.01, -0.02, -0.01], [0.01, -0.03, 0.02], [0.00, -0.03, 0.00], [-0.03, -0.12, 0.02]], "homo_lumo_gap_ev": [8.687, 6.659], "lumo_energy_ha": [-0.1733, -0.2791], "multiplicity": 6, "total_charge": 2, "e_tot_ev": -96938.9280, "s_squared": 8.82}

# 2
{"formula": "C27H42O22", "method": "wB97M-V/def2-TZVPD", "elements": ["C", "C", "O", "O", "C", "O", "O", "H", "H", "H", "H", "H", "H", "C", "C", "C", "O", "C", "O", "O", "H", "H", "H", "H", "H", "H", "C", "C", "C", "O", "C", "O", "O", "H", "H", "H", "H", "H", "H", "C", "C", "C", "O", "C", "O", "O", "H", "H", "H", "H", "H", "H", "C", "C", "C", "O", "C", "O", "O", "H", "H", "H", "H", "H", "H", "C", "C", "C", "O", "C", "O", "O", "H", "H", "H", "H", "H", "H", "C", "C", "C", "O", "C", "O", "O", "H", "H", "H", "H", "H", "H"], "xyz": [[1.3297, -6.2541, 2.2962], [1.2061, -4.6058, 2.0465], [0.2529, -4.4481, 0.9253], [-0.8654, -3.9968, 1.4188], [-1.8126, -5.0820, 1.7225], [-2.3343, -5.7990, 0.7066], [-2.2252, -5.4908, 3.0853], [0.3579, -6.8354, 1.9776], [1.5918, -6.3736, 3.4349], [2.1935, -6.6534, 1.5898], [2.3008, -4.2509, 1.7790], [0.8478, -4.0569, 3.0162], [-1.5045, -6.0549, 3.4975], [0.4729, 0.4396, -0.3098], [1.7921, -0.2647, -0.0620], [1.6336, -1.6771, 0.4142], [2.8156, -1.8825, 1.1667], [3.2006, -0.6531, 1.6245], [4.0586, -0.4700, 2.4704], [2.4940, 0.3433, 1.0107], [-0.0929, 0.5595, 0.6204], [0.6516, 1.4489, -0.6971], [-0.1406, -0.1063, -1.0323], [2.4231, -0.2116, -0.9555], [1.5737, -2.3893, -0.4132], [0.7712, -1.8231, 1.0743], [-5.6832, -4.4222, 0.6684], [-6.0403, -3.6460, 1.9205], [-7.5173, -3.5014, 2.1314], [-7.6063, -2.2952, 2.8680], [-6.5132, -1.5500, 2.5226], [-6.3635, -0.3738, 2.8045], [-5.6123, -2.2972, 1.8163], [-6.0057, -3.8901, -0.2329], [-4.5958, -4.5332, 0.5914], [-6.1346, -5.4184, 0.6750], [-5.5526, -4.0915, 2.7940], [-7.9381, -4.3342, 2.7014], [-8.0836, -3.3832, 1.2008], [1.4875, 3.8397, -5.5888], [1.1479, 2.4092, -5.2199], [-0.0705, 2.2897, -4.3550], [0.1776, 1.0944, -3.6373], [1.5366, 0.9606, -3.5677], [2.1149, 0.1597, -2.8540], [2.1609, 1.8460, -4.4015], [1.7610, 4.4228, -4.7029], [2.3570, 3.8605, -6.2552], [0.6506, 4.3303, -6.0940], [1.0597, 1.7962, -6.1231], [-0.9889, 2.2043, -4.9421], [-0.1806, 3.1101, -3.6369], [-5.7656, 2.5491, 3.6540], [-4.7596, 3.1068, 2.6667], [-3.3457, 2.7110, 2.9684], [-2.6020, 3.7824, 2.4168], [-3.4196, 4.8778, 2.4501], [-3.0499, 6.0207, 2.2443], [-4.7056, 4.5223, 2.7481], [-5.6072, 2.9613, 4.6563], [-6.7815, 2.8336, 3.3580], [-5.7112, 1.4578, 3.7047], [-5.0422, 2.8350, 1.6442], [-3.0700, 1.7650, 2.4946], [-3.1265, 2.6509, 4.0404], [4.1324, 0.7153, 5.5780], [2.7162, 0.3332, 5.9602], [2.3994, 0.5861, 7.4033], [1.3970, -0.3775, 7.6717], [1.6156, -1.4136, 6.8067], [1.0742, -2.5027, 6.8845], [2.5241, -1.0679, 5.8454], [4.8656, 0.0912, 6.1000], [4.2908, 0.5504, 4.5063], [4.3356, 1.7665, 5.8015], [1.9986, 0.8308, 5.2994], [2.0190, 1.5970, 7.5733], [3.2451, 0.4049, 8.0762], [6.6235, 3.3186, -9.8298], [5.5815, 3.7754, -8.8281], [4.9063, 2.6444, -8.1126], [3.6414, 3.1946, -7.7922], [3.3830, 4.1465, -8.7391], [2.3009, 4.6838, -8.8993], [4.4974, 4.4133, -9.4846], [6.1650, 2.7532, -10.6483], [7.1123, 4.1861, -10.2870], [7.3891, 2.6992, -9.3538], [6.0210, 4.4895, -8.1239], [5.4406, 2.3501, -7.2053], [4.7518, 1.7590, -8.7394]], "atomic_forces_ev_per_a": [[0.47, 0.84, -0.12], [1.31, -2.10, 0.87], [4.93, -1.24, -0.69], [-6.29, 0.19, 3.31], [-2.65, -5.70, -4.80], [3.43, 5.18, 6.70], [2.22, 1.17, -2.69], [1.78, 1.27, 0.83], [-0.44, -0.22, -2.32], [-1.80, 0.73, 1.73], [-2.59, -0.35, 0.18], [0.44, -0.91, -2.11], [-0.83, 1.10, -0.82], [0.06, 0.43, 0.10], [-1.00, 0.24, -0.92], [-0.57, -0.52, -0.58], [0.72, 0.80, 0.64], [1.32, 0.57, 1.31], [-1.67, -0.43, -1.68], [0.98, -0.78, 1.13], [0.11, -0.19, -0.05], [-0.04, -0.20, -0.03], [0.19, 0.05, 0.07], [-0.18, -0.13, 0.45], [0.11, 0.04, 0.23], [-0.01, 0.14, -0.10], [0.53, 0.19, -0.16], [0.23, -1.25, -0.85], [-0.55, -0.70, 0.11], [0.74, 0.96, -0.05], [0.29, 1.91, 0.44], [-0.34, -2.53, -0.63], [-0.68, 1.04, 0.69], [-0.15, -0.04, 0.21], [-0.24, -0.13, 0.03], [0.06, 0.13, 0.09], [-0.09, 0.04, 0.02], [0.00, 0.26, 0.02], [0.19, -0.06, -0.02], [0.57, 0.10, -0.08], [-0.12, 1.39, -0.83], [-0.83, 0.34, -0.29], [1.10, -0.55, 0.36], [1.00, -1.13, 0.94], [-1.19, 1.58, -1.90], [-0.30, -1.12, 1.03], [-0.24, -0.16, 0.03], [-0.48, 0.01, 0.23], [0.09, -0.14, 0.03], [-0.05, -0.03, 0.07], [0.12, -0.13, 0.19], [0.13, 0.02, -0.15], [-0.33, 0.22, 0.09], [-1.00, -1.02, 0.68], [0.28, -0.86, 0.00], [-0.26, 1.00, -0.12], [0.57, 2.30, -0.38], [-0.75, -2.47, 0.42], [1.18, 0.65, -0.34], [0.19, -0.01, -0.16], [0.16, -0.16, 0.00], [0.00, 0.32, -0.11], [0.11, -0.02, 0.02], [0.07, 0.22, 0.02], [-0.20, 0.00, -0.04], [0.18, -0.26, -0.52], [1.19, 0.90, -0.42], [0.00, 0.79, 0.37], [-0.16, -0.98, -0.43], [-0.90, -2.02, 0.03], [1.09, 2.27, -0.17], [-0.94, -0.62, 0.80], [-0.21, 0.11, 0.12], [-0.07, 0.11, 0.22], [-0.12, -0.09, 0.03], [-0.04, -0.01, 0.09], [-0.08, -0.24, 0.05], [0.05, 0.01, -0.20], [0.06, 0.36, -0.38], [1.27, -0.41, -0.48], [0.49, -0.65, 0.55], [-0.36, 0.60, -0.66], [-2.12, 1.25, -0.60], [2.37, -1.23, 0.44], [-1.15, -0.07, 0.58], [-0.03, -0.02, 0.25], [-0.01, -0.17, 0.15], [-0.12, 0.10, 0.02], [-0.07, -0.07, 0.05], [-0.25, 0.06, -0.05], [0.12, 0.14, -0.07]], "homo_lumo_gap_ev": 10.258, "e_above_lowest_kcal_mol": 47.17, "lumo_energy_ha": -0.0122, "multiplicity": 1, "e_tot_ev": -73720.4129, "smiles": "C[C@@H]1COC(=O)O1.C[C@@H]1COC(=O)O1.C[C@@H]1COC(=O)O1.C[C@@H]1COC(=O)O1.C[C@@H]1COC(=O)O1.C[C@@H]1COC(=O)O1.CCOOC(=O)O"}

# 3
{"formula": "C27H43BBr2F4N2O", "method": "wB97M-V/def2-TZVPD", "elements": ["C", "B", "O", "C", "N", "C", "C", "C", "C", "C", "C", "C", "F", "C", "N", "C", "C", "C", "C", "F", "Br", "C", "F", "F", "Br", "H", "H", "H", "H", "H", "H", "H", "H", "H", "H", "H", "H", "H", "H", "H", "C", "C", "C", "C", "C", "C", "H", "H", "H", "H", "H", "H", "H", "H", "H", "H", "H", "H", "H", "H", "C", "C", "C", "C", "C", "C", "H", "H", "H", "H", "H", "H", "H", "H", "H", "H", "H", "H", "H", "H"], "xyz": [[0.0924, 0.5614, -5.1806], [0.9644, 0.1570, -3.8411], [2.2705, 0.7638, -3.5988], [0.2905, -0.9243, -2.7904], [-0.2342, -0.3768, -1.5776], [-0.7286, -1.4715, -0.7837], [-1.3168, -1.0901, 0.6432], [-1.8769, -2.1350, 1.6438], [-1.9078, -3.6498, 1.2418], [-1.3455, -4.0357, -0.1484], [-1.3311, -5.6077, -0.5612], [0.1433, -6.1437, -0.1144], [1.1911, -5.6494, -1.0011], [-0.7537, -2.9743, -1.1587], [-0.2510, -3.4538, -2.4185], [0.2974, -2.4199, -3.2317], [0.9296, -2.8757, -4.6495], [2.5127, -3.0059, -4.4125], [3.3649, -3.4109, -5.7065], [4.7151, -2.9081, -5.4721], [2.7617, -2.5830, -7.4039], [3.5243, -4.9936, -5.9442], [4.4342, -5.1389, -7.0643], [4.1796, -5.6688, -4.8554], [1.8429, -5.9031, -6.5110], [-0.5569, 1.4924, -4.9310], [-0.6246, -0.2641, -5.5096], [0.7996, 0.9181, -6.0277], [2.1237, 1.7343, -3.7523], [-1.3203, 0.0064, 1.0024], [-2.2629, -1.8132, 2.6787], [-2.2995, -4.4502, 1.9660], [-1.4628, -5.6353, -1.7111], [-2.1705, -6.1629, -0.0076], [0.2221, -7.2832, -0.1202], [0.3548, -5.6691, 0.9138], [0.4548, -3.9081, -4.8761], [0.6226, -2.1959, -5.5143], [2.6546, -3.8696, -3.6501], [2.9348, -2.0727, -3.8817], [0.5648, 3.0546, -0.4983], [1.8569, 2.3410, -0.1225], [1.9810, 2.0679, 1.3777], [2.0183, 3.3138, 2.2675], [3.1364, 4.3075, 1.9537], [4.5314, 3.7269, 2.1417], [0.5003, 4.0427, -0.0375], [0.5136, 3.1911, -1.5827], [-0.3061, 2.4702, -0.1902], [2.7145, 2.9197, -0.4803], [1.8912, 1.3830, -0.6524], [2.8812, 1.4683, 1.5511], [1.1384, 1.4423, 1.6948], [2.1155, 2.9886, 3.3105], [1.0564, 3.8350, 2.2052], [3.0288, 5.1727, 2.6174], [3.0339, 4.6916, 0.9334], [4.6722, 3.3762, 3.1679], [5.2885, 4.4896, 1.9395], [4.7159, 2.8910, 1.4627], [-1.4522, 1.4212, 3.6256], [-2.9214, 1.4914, 3.2278], [-3.4573, 2.9221, 3.1476], [-3.4313, 3.7033, 4.4644], [-4.1955, 3.0595, 5.6211], [-5.6875, 2.9148, 5.3537], [-1.2850, 1.8290, 4.6245], [-1.1146, 0.3805, 3.6322], [-0.8298, 1.9737, 2.9162], [-3.5200, 0.8951, 3.9236], [-3.0380, 1.0229, 2.2440], [-4.4821, 2.8911, 2.7615], [-2.8738, 3.4781, 2.4048], [-3.8439, 4.7024, 4.2796], [-2.3923, 3.8614, 4.7737], [-4.0621, 3.6804, 6.5139], [-3.7703, 2.0803, 5.8647], [-6.1430, 3.8882, 5.1508], [-6.1876, 2.4840, 6.2255], [-5.8836, 2.2577, 4.5030]], "atomic_forces_ev_per_a": [[0.29, 0.95, 0.15], [0.44, 0.62, -0.25], [-3.27, 0.05, 0.02], [0.12, -0.56, 0.88], [0.62, -5.83, -2.24], [-1.29, -0.34, 2.48], [-0.66, -3.07, 0.88], [1.57, -0.10, -3.63], [1.94, 2.28, -3.34], [-0.98, 1.38, 1.96], [1.22, 1.79, -0.19], [-0.36, 0.48, -0.12], [-1.75, -0.72, 1.22], [-0.26, 0.35, 0.72], [0.61, 4.74, 0.24], [-1.56, -0.33, 2.16], [-0.66, -0.48, 1.26], [-0.35, -0.88, 0.30], [1.33, 0.63, 1.41], [-2.43, -1.21, -0.48], [0.30, -0.40, 1.02], [2.54, -0.73, -1.04], [-1.94, 0.20, 2.61], [-1.99, 1.87, -2.52], [1.33, 0.59, 0.82], [0.90, -1.49, -0.29], [1.04, 1.19, 0.32], [-1.25, -0.82, 1.21], [0.64, -1.21, -0.22], [0.14, -1.94, -0.92], [0.69, -0.45, -1.93], [0.66, 1.39, -1.37], [0.24, -0.31, 1.99], [1.41, 0.79, -0.84], [-0.10, 1.63, 0.04], [-0.17, -1.05, -1.55], [0.95, 1.71, 0.46], [0.68, -0.66, 1.39], [-0.16, 1.36, -1.24], [-0.47, -1.32, -1.34], [0.09, 0.04, -0.10], [-0.08, -0.18, 0.04], [0.15, -0.01, -0.03], [-0.13, 0.02, -0.01], [-0.02, 0.02, 0.12], [0.10, 0.09, -0.10], [-0.03, -0.01, -0.02], [-0.11, 0.02, 0.07], [0.02, 0.03, -0.03], [0.01, -0.01, 0.06], [0.03, 0.08, 0.04], [-0.06, 0.03, 0.02], [0.04, 0.00, -0.05], [0.00, 0.04, -0.05], [0.03, -0.03, 0.01], [-0.04, -0.04, -0.08], [-0.04, -0.04, 0.04], [0.00, -0.03, -0.07], [0.00, -0.10, 0.04], [0.01, 0.02, 0.07], [-0.05, -0.20, 0.03], [0.06, 0.10, -0.11], [-0.15, -0.04, -0.02], [0.14, 0.02, 0.02], [-0.01, 0.11, 0.02], [-0.05, -0.12, 0.10], [0.04, 0.01, -0.05], [0.09, 0.10, 0.02], [0.00, 0.02, 0.07], [-0.02, 0.05, -0.02], [-0.08, 0.01, 0.07], [0.05, 0.03, 0.03], [-0.01, -0.05, 0.02], [0.02, -0.06, 0.03], [-0.05, 0.00, -0.04], [0.05, -0.07, -0.06], [0.02, 0.05, -0.03], [0.01, -0.07, -0.03], [-0.03, 0.04, -0.10], [-0.02, 0.06, 0.03]], "homo_lumo_gap_ev": 7.583, "lumo_energy_ha": -0.0350, "multiplicity": 1, "e_tot_ev": -185350.5818, "smiles": "CB(O)c1nc2cccc(CCF)c2nc1CC[C@](F)(Br)C(F)(F)Br.CCCCCC.CCCCCC"}